Entry 1:
Computed, not measured: a structure of composition C26H24BN8ORuS, with wB97M-V/def2-TZVPD.

Computed properties:
Total charge: -1
Kohn-Sham gap, eV: 6.4
HOMO energy, eV: -3.55
ΔE to the lowest compared entry with this formula, charge and spin, kJ/mol: 113.7
LUMO, Eh: 0.10527
E_tot, hartree: -2036.5274

Each line ends with the natural charge from an NBO analysis.
Cartesian coordinates (Å):
1 C -4.391883 1.364115 1.987704  -0.0292
2 H -0.402809 -1.862075 -1.472769  0.4263
3 C 0.319040 -0.372985 -4.325107  -0.2903
4 B -2.402588 2.750353 1.006915  0.5539
5 N -1.285194 1.696293 -1.019946  -0.2754
6 H -2.116428 3.500207 -3.637731  0.2115
7 H 1.091423 0.646141 -6.039374  0.1977
8 C 2.376763 -0.562609 1.455373  -0.2802
9 C -1.213700 1.940574 -2.318722  -0.0280
10 H -5.572089 -0.442383 2.456919  0.2137
11 H -1.282502 -1.744277 -2.942016  0.3698
12 C 2.377934 0.835575 -4.322722  -0.3078
13 C -0.570162 3.923782 2.422106  -0.0259
14 H 5.037168 -2.143681 0.079002  0.1915
15 H 1.461323 4.351740 3.171755  0.2158
16 C 0.255192 -3.984054 0.584569  0.0451
17 C 1.495633 -0.364255 0.363495  -0.1873
18 C -4.677953 0.016384 2.075622  -0.3721
19 C 1.624689 -0.307496 -2.279466  -0.1358
20 C 0.921274 -4.908112 1.340807  -0.2937
21 C 0.073002 -2.466715 2.398918  0.0462
22 H -0.602045 1.323459 -2.950854  0.2204
23 O -0.897983 -2.016469 0.331793  -0.5839
24 N -3.168642 1.495570 1.451653  -0.3086
25 C 1.148704 -4.618873 2.691226  -0.1824
26 C 0.462487 -0.704446 -2.969275  0.1916
27 C -3.539116 -0.611628 1.551624  -0.0244
28 N -2.648204 0.292949 1.175557  -0.2524
29 H 3.122037 1.449172 -4.814174  0.1985
30 N -0.178475 -2.822436 1.113042  -0.0047
31 N -0.074740 1.976081 1.520540  -0.1890
32 S -0.383336 -0.902383 2.901622  -0.0217
33 H 1.266825 -5.821478 0.881085  0.2178
34 C 1.030342 2.467482 2.063819  -0.0254
35 C -1.983787 3.060342 -2.665577  -0.3692
36 C 4.092607 -1.620811 0.168940  -0.2783
37 H 1.676957 -5.323053 3.320622  0.2092
38 C 0.726247 -3.419190 3.203101  -0.2386
39 N -0.552113 -1.380103 -2.356307  -0.8128
40 Ru -0.493672 0.078883 0.801735  0.4134
41 C 0.770052 3.708840 2.658534  -0.3678
42 N -2.091842 2.649587 -0.501490  -0.3260
43 C -2.523586 3.475695 -1.468763  -0.0329
44 H -3.176279 4.297159 -1.229092  0.2059
45 N -1.056406 2.868343 1.748662  -0.3118
46 H 3.695144 -1.662575 -1.920122  0.1953
47 H 1.949814 1.914537 1.991531  0.2303
48 H 3.425806 0.802580 -2.466559  0.2010
49 C 3.324155 -1.355726 -0.948127  -0.2322
50 H -0.567993 -0.723696 -4.842271  0.1930
51 C 2.080784 -0.701321 -0.892677  -0.0280
52 C 1.250820 0.394406 -4.997800  -0.2070
53 C 2.542050 0.464911 -2.995422  -0.1134
54 H -4.969722 2.233433 2.248595  0.2079
55 H -3.306855 -1.656580 1.436811  0.2213
56 H -1.209961 4.755035 2.658273  0.2090
57 H 4.208844 -1.295556 2.294868  0.1897
58 H 0.027137 -4.102355 -0.464819  0.2223
59 C 3.622512 -1.166810 1.390529  -0.2382
60 H 2.033906 -0.259134 2.439606  0.2052
61 H 0.918234 -3.142302 4.229817  0.2256
62 H -3.068839 3.731939 1.224411  -0.0544

Forces on the atoms, in the same order (eV/Å):
C -0.1 0.0 0.0
H -0.2 0.4 0.0
C 0.0 0.0 -0.1
B 0.0 0.0 0.0
N 0.2 -0.3 0.3
H 0.0 0.0 0.0
H 0.0 0.0 0.0
C 0.0 -0.1 0.1
C 0.1 0.0 0.0
H 0.0 0.0 0.0
H 0.0 0.0 0.0
C 0.0 0.0 0.0
C 0.0 0.0 0.0
H 0.0 0.0 0.0
H 0.0 0.0 0.0
C 0.0 0.0 0.0
C 0.1 0.1 0.0
C 0.0 0.0 0.0
C 0.0 0.2 0.0
C 0.0 0.0 0.0
C 0.0 0.1 0.2
H -0.1 0.1 0.0
O 0.1 0.1 -0.3
N 0.0 0.1 -0.2
C 0.0 0.1 0.0
C 0.2 -0.2 0.0
C 0.0 0.0 -0.1
N 0.2 -0.1 0.4
H 0.0 0.0 0.0
N 0.0 -0.1 -0.1
N 0.0 -0.2 0.3
S 0.2 -0.2 0.0
H 0.0 0.0 0.0
C 0.0 0.0 0.0
C 0.0 0.0 0.0
C 0.0 0.0 0.0
H 0.0 0.0 0.0
C 0.0 -0.1 0.0
N 0.0 -0.5 0.2
Ru -0.7 0.5 -0.7
C 0.0 0.0 0.0
N 0.0 -0.1 0.1
C 0.0 0.0 0.0
H 0.0 0.0 0.0
N -0.1 0.1 -0.1
H 0.0 0.0 0.0
H 0.0 0.0 0.0
H 0.0 0.0 0.0
C 0.0 -0.1 -0.1
H 0.0 0.0 0.0
C 0.0 -0.1 0.0
C 0.0 0.0 0.1
C 0.0 0.2 0.0
H 0.0 0.0 0.0
H 0.0 0.0 0.0
H 0.0 0.0 0.0
H 0.0 0.0 0.0
H 0.0 0.0 0.0
C 0.0 0.0 0.0
H 0.1 0.0 -0.1
H 0.0 0.0 0.0
H 0.0 0.0 0.0

---

Entry 2:
Computed, not measured: a cluster of 3 separate species, C21H54BFO18P3S2 in total, with wB97M-V/def2-TZVPD.

Computed properties:
Total charge: -1
Kohn-Sham gap, eV: 6.6
HOMO energy, eV: -4.29
ΔE to the lowest compared entry with this formula, charge and spin, kJ/mol: 134.0
LUMO, Eh: 0.08364
E_tot, hartree: -4132.1313

Each line ends with the Löwdin charge.
Cartesian coordinates (Å):
1 C 5.048084 0.350354 3.229427  -0.2687
2 H -2.442878 0.347027 1.785374  0.0820
3 H 3.678364 -1.531056 2.029588  0.0525
4 P -4.691819 2.129565 1.137887  0.4930
5 O -5.195710 0.664513 1.560459  -0.1899
6 C 8.390571 -3.461233 1.771786  -0.0965
7 H 5.540019 1.306974 3.033210  0.1317
8 H 0.129358 -2.175667 0.060781  0.0986
9 C -4.363890 -0.450367 1.195425  -0.2612
10 S 0.569929 -3.400206 1.956135  0.5784
11 H 4.736956 -3.624858 -1.935641  0.0258
12 P 5.185222 -2.546985 0.341101  0.6352
13 H 1.243793 2.399291 2.556800  0.1081
14 H -5.471089 2.141229 5.461025  0.0787
15 C -3.497265 1.486969 -6.123232  -0.0704
16 H 6.297931 -2.751311 -1.914185  0.0348
17 C -7.628512 3.566005 -0.357549  -0.0769
18 C -5.186347 1.808757 4.461356  -0.0689
19 H 1.756307 1.768459 0.978630  0.1043
20 O -3.977865 2.605268 2.467823  -0.1810
21 H -2.518901 -1.415059 1.729281  0.0588
22 H 8.561590 -0.903493 0.059588  0.1059
23 O 3.662745 0.552120 3.240494  -0.1089
24 O 8.004309 -3.202306 0.421442  -0.0754
25 H -3.282419 -0.527717 3.057850  0.0756
26 C -6.452373 4.014323 0.483833  -0.2914
27 O -3.544022 2.101881 -3.736975  -0.1915
28 S 4.541419 -0.612679 -0.863711  0.6044
29 H -4.360300 0.848472 -5.936702  0.0671
30 H 3.582952 -4.349974 -0.104649  0.0751
31 C -0.173271 2.752702 -3.068681  -0.2759
32 H 4.985840 -2.436382 2.806672  0.0957
33 F 5.754204 0.407477 -1.240208  -0.2559
34 O 3.645910 0.195907 -0.061306  -0.3620
35 H 1.862423 2.561957 -2.370978  0.0797
36 P -2.434181 1.298456 -2.926068  0.4946
37 C 5.621813 -3.393761 -1.349152  -0.2394
38 O -6.067432 2.980187 1.388324  -0.2276
39 H 3.928810 1.844151 1.632216  0.1031
40 H -3.600609 1.941475 -7.110297  0.0782
41 H -5.616863 4.311292 -0.149342  0.1054
42 O -1.887508 1.059723 -1.581517  -0.2074
43 O -1.172596 1.956803 -3.723365  -0.2303
44 H 2.081544 -3.273713 -1.356573  0.1066
45 H 1.521000 -2.929959 3.732005  0.1176
46 C -4.645904 2.982618 3.677343  -0.2538
47 B 7.125134 -2.086626 0.460258  -0.6878
48 C 0.778641 -3.030132 0.234089  -0.2064
49 O -2.501756 -0.126958 -3.696731  -0.1971
50 H -4.151551 -0.399948 0.132718  0.0912
51 O -0.690551 -2.813462 2.332466  -0.3175
52 H -0.516861 3.080579 -2.087921  0.1066
53 H 1.562055 -0.232759 1.734101  0.0580
54 H 5.556469 -3.750952 1.071844  0.0332
55 H -2.609015 0.857000 -6.135241  0.0770
56 O 7.776944 -0.880668 0.622205  0.1184
57 H -5.415685 3.727789 3.493223  0.1097
58 C 4.752708 -1.698706 2.027701  -0.3142
59 C -3.291126 -1.185236 -3.157712  -0.2706
60 H 6.106384 -4.321762 -1.059828  0.0313
61 C 3.411888 -3.352011 0.299700  -0.3032
62 H -4.438356 1.022143 4.550323  0.0739
63 H -5.043963 -0.702103 -4.324546  0.0646
64 O 1.681812 -2.683238 2.808328  -0.1476
65 H -7.863119 4.307041 -1.123682  0.0735
66 H -6.068218 1.382067 3.985245  0.0753
67 H -7.417060 2.612255 -0.839925  0.0756
68 O 1.238869 0.390555 2.392293  -0.0658
69 O 0.546016 -4.821370 2.158664  -0.2964
70 H -2.477574 3.150488 -5.195116  0.1113
71 O 5.501482 -0.519383 2.248907  -0.1546
72 C 1.134370 1.996812 -2.953837  -0.0645
73 H 2.153993 -1.728159 -0.674118  0.0670
74 H 3.194121 -3.604115 1.339821  0.0480
75 O -4.571184 2.173175 -0.332339  -0.2167
76 C 1.832997 1.632546 2.056592  -0.2163
77 H 1.552833 1.811231 -3.944085  0.0768
78 H -0.035156 3.646285 -3.683705  0.1110
79 H -3.880145 3.482684 4.272469  0.1196
80 C 3.305936 1.723669 2.516527  -0.1887
81 H -5.356092 -1.776142 -2.946666  0.0776
82 H 8.613039 -4.524674 1.844394  0.0857
83 O 4.020840 -0.933841 -2.171616  -0.3692
84 H 9.284057 -2.893629 2.031637  0.0840
85 H -8.510413 3.423879 0.269580  0.0725
86 C -4.780345 -0.914174 -3.288007  -0.0747
87 H 3.480528 2.578512 3.178891  0.1152
88 H -6.731387 4.882134 1.087419  0.1133
89 H -3.014829 -1.356074 -2.114557  0.1048
90 H -4.956981 -1.348346 1.371594  0.1187
91 H -3.026652 -2.082477 -3.716749  0.1170
92 H 0.269020 -3.852680 -0.259705  0.1045
93 H -4.213056 3.279968 -5.217145  0.1178
94 C -3.391535 2.573999 -5.076770  -0.2596
95 H 0.989990 1.025196 -2.483733  0.0778
96 C 2.180403 -2.774144 -0.391100  -0.2404
97 H -5.079001 -0.046550 -2.694882  0.0697
98 H 7.583992 -3.249485 2.477209  0.0833
99 C -3.080292 -0.518195 1.986162  -0.0622
100 H 5.358043 0.050762 4.239629  0.1316

Forces on the atoms, in the same order (eV/Å):
C 0.1 0.5 0.3
H 0.0 -0.1 -0.1
H 0.0 0.4 0.2
P -5.2 -0.3 0.4
O 0.5 0.3 0.1
C 0.2 -0.5 -0.4
H 0.2 0.0 -0.1
H 0.0 0.2 0.2
C 0.1 -0.5 0.0
S -3.1 -0.9 0.2
H 0.0 0.2 -0.2
P 1.4 -2.6 1.4
H -0.1 0.0 0.0
H 0.1 0.1 0.0
C 0.3 -0.2 0.1
H 0.0 -0.1 -0.2
C -0.1 -0.1 0.1
C -0.2 -0.2 -0.2
H 0.2 0.2 -0.1
O 1.8 0.1 -1.3
H 0.0 0.0 0.0
H 0.3 0.0 0.4
O 0.3 0.1 -0.1
O -0.4 0.1 0.2
H 0.0 -0.1 0.0
C -0.1 0.0 -0.1
O -1.0 0.0 2.0
S -1.0 0.9 -0.6
H 0.0 0.1 0.0
H 0.3 0.0 -0.3
C 0.2 -0.1 0.1
H 0.0 -0.1 0.0
F 0.2 0.0 0.2
O -0.1 0.3 0.2
H 0.0 0.0 0.0
P 4.5 -0.9 -3.1
C -0.3 0.5 0.4
O 0.1 -0.1 0.3
H 0.2 -0.2 0.0
H 0.0 0.1 0.0
H 0.0 -0.1 0.0
O -2.4 0.8 0.9
O -0.4 -0.1 -0.1
H 0.2 0.1 -0.2
H 0.0 0.2 0.1
C 0.2 0.4 0.8
B 0.6 0.3 0.0
C 0.9 0.6 -0.2
O -0.4 0.4 0.2
H 0.0 0.1 -0.3
O 0.0 0.7 0.0
H -0.1 -0.1 0.0
H 0.1 -0.2 0.1
H -0.1 0.0 -0.1
H 0.0 0.0 0.1
O -0.5 0.2 -0.7
H -0.1 -0.1 -0.3
C -0.3 0.2 -0.3
C -0.2 -0.2 0.1
H 0.2 0.0 -0.1
C -0.4 0.0 0.2
H 0.0 0.0 0.0
H 0.0 -0.1 0.0
O 0.6 -0.1 -0.5
H 0.0 0.0 0.0
H 0.0 0.0 0.0
H 0.1 0.1 -0.1
O -0.2 0.1 -0.2
O 1.4 -0.3 0.0
H 0.2 -0.2 0.2
O -0.1 0.0 -0.4
C -0.1 -0.1 -0.2
H 0.6 0.2 0.4
H 0.1 0.5 0.1
O 2.6 0.4 0.5
C -0.1 -0.2 0.3
H 0.0 0.0 0.0
H -0.1 0.0 0.0
H 0.2 -0.1 -0.2
C -0.2 -0.1 -0.1
H 0.0 0.0 0.0
H 0.1 -0.1 0.1
O 0.0 -0.3 -0.4
H 0.0 0.1 0.2
H 0.0 0.0 0.0
C 0.0 0.1 0.1
H -0.2 0.2 0.0
H 0.0 0.0 0.1
H 0.0 0.1 0.0
H -0.2 0.1 0.0
H 0.1 0.1 -0.1
H 0.0 -0.4 0.4
H -0.1 -0.1 0.2
C -0.4 0.5 -0.6
H 0.0 0.1 0.1
C -1.0 -0.4 -0.6
H 0.0 0.0 0.1
H 0.0 0.1 0.1
C 0.1 0.3 0.1
H -0.2 -0.5 0.0

---

Question: The lowest LUMO belongs to which entry?
Answer: C21H54BFO18P3S2